1.
DFT (wB97M-V/def2-TZVPD) results for the ion C9H12N5OS with charge +1 at a distorted geometry.

XYZ file:
```
28
Properties=species:S:1:pos:R:3:forces:R:3
N 0.402 -1.572 1.949 0.004 0.342 -0.633
C 0.200 -1.244 0.513 0.468 -0.515 -0.377
C 1.494 -0.411 -0.005 -0.897 -2.008 0.099
C 2.606 -1.265 -0.632 2.004 5.731 -0.446
C 3.805 -0.362 -1.118 -5.356 0.071 2.604
C 3.516 1.130 -0.821 0.766 -0.809 -0.431
N 2.444 1.762 -0.195 2.333 -2.123 -1.523
N 1.443 0.986 0.209 1.431 -3.274 -0.700
C 0.259 1.683 0.844 -0.578 1.554 0.109
C -0.808 1.991 -0.317 0.788 -0.491 -0.804
S -2.573 2.073 0.264 -0.198 -1.772 -0.591
C -3.235 0.414 -0.271 1.262 -2.269 -2.475
N -2.702 -0.348 -1.381 -2.574 2.366 4.632
N -3.418 -1.500 -1.415 -3.697 0.320 3.968
C -4.397 -1.466 -0.380 2.978 0.993 -2.298
O -4.286 -0.255 0.385 2.177 -0.852 -3.075
H 0.376 -0.749 2.560 -0.232 -0.692 -0.277
H -0.223 -2.318 2.278 0.341 0.711 -0.229
H -0.786 -0.730 0.262 1.406 -0.379 0.184
H 0.183 -2.254 -0.045 0.130 1.752 0.699
H 2.590 -2.393 -0.780 -0.345 1.824 0.468
H 4.731 -0.785 -1.618 -1.309 0.931 0.728
H 4.340 1.848 -1.185 -1.648 -1.035 0.830
H -0.153 1.128 1.746 0.551 0.369 -1.526
H 0.613 2.708 1.239 -0.094 -1.870 -0.650
H -0.545 2.991 -0.830 -0.578 -1.529 0.993
H -0.685 1.188 -1.120 -0.543 1.070 1.046
H -5.192 -2.250 -0.136 1.412 1.585 -0.324
```
Positions in Å, forces in eV/Å.

As for the lowest unoccupied orbital energy: -5.21 eV. The HOMO energy is -11.88 eV. As for the net charge: +1. The multiplicity is 1. The SMILES is NCc1cccn[n+]1CCSc1nnco1. The calculation puts the HOMO-LUMO gap at 6.67 eV.


2.
DFT (wB97M-V/def2-TZVPD) results for an isolated molecule of C9H12O2 at a distorted geometry.

XYZ file:
```
23
Properties=species:S:1:pos:R:3:forces:R:3
C -0.073 0.841 1.811 0.362 -1.170 1.591
C 0.469 -0.396 2.047 -0.966 2.112 1.135
C -0.397 1.144 -0.608 0.974 -1.680 -0.562
C -0.400 1.593 0.619 -0.640 0.807 -0.130
C -0.418 -2.188 0.432 -1.089 -0.434 -0.015
C 0.767 -1.498 1.120 -0.695 1.296 -0.522
C 0.672 -1.480 -0.323 -2.298 2.242 0.203
C -1.043 3.810 -0.116 0.883 0.189 0.440
C 0.983 -2.436 -2.405 1.096 -0.227 -1.641
O -0.814 2.895 0.984 -0.034 0.065 -0.357
O 1.529 -1.776 -1.290 0.283 -0.389 0.919
H -0.359 1.460 2.677 0.502 -0.526 -0.095
H 0.621 -0.648 3.146 -0.221 0.285 -1.578
H -0.389 1.605 -1.575 -0.223 -0.203 -0.230
H -0.456 -3.294 0.391 0.285 0.575 0.129
H -1.431 -1.762 0.768 1.658 -0.319 -1.275
H 1.479 -2.108 1.512 2.058 -1.995 1.005
H -2.121 3.996 -0.305 0.543 -0.498 0.124
H -0.542 3.307 -0.980 -0.525 1.410 0.384
H -0.590 4.824 0.175 -0.412 -1.612 -0.534
H 1.475 -3.422 -2.570 0.282 0.987 -0.055
H 1.044 -1.749 -3.299 -0.006 -0.926 0.875
H -0.004 -2.718 -2.211 -1.817 0.009 0.189
```
Positions in Å, forces in eV/Å.

As for the lowest unoccupied orbital energy (alpha / beta): 0.61 / 0.24 eV. The HOMO energy (alpha / beta) is -8.31 / -7.21 eV. The multiplicity is 1. The relative energy (zero: lowest compared OMol25 entry of this formula, charge and spin) comes out at 185.6 kcal/mol. The calculation puts the HOMO-LUMO gap (alpha / beta) at 8.92 / 7.45 eV.


3.
DFT (wB97M-V/def2-TZVPD) results for an isolated molecule of C9H12O3 at a distorted geometry.

XYZ file:
```
24
Properties=species:S:1:pos:R:3:forces:R:3
C -2.796 0.058 0.287 -1.636 1.094 0.580
C -1.394 2.215 -0.182 1.895 1.343 -1.609
C -0.587 -0.670 -0.571 -1.223 2.250 2.221
C 0.095 0.421 0.452 0.398 -2.036 0.484
C -2.050 -1.001 -0.303 1.829 0.958 0.012
C 0.027 1.832 0.017 -3.931 -0.214 0.908
C 1.589 0.019 0.511 -2.543 -4.749 0.187
C -2.583 -2.381 -0.388 -3.840 2.742 -0.631
C 0.987 2.937 0.128 1.077 0.661 1.105
O -3.859 -0.046 0.863 0.650 -0.620 -0.344
O -1.641 3.280 -0.710 -0.545 -0.134 0.349
O -2.404 1.420 0.164 -0.841 -1.022 0.278
H -0.540 -0.170 -1.498 0.553 -0.080 -1.681
H 0.104 -1.430 -0.353 0.300 -1.675 -0.842
H -0.518 0.180 1.469 1.782 0.916 -1.775
H 1.750 -1.134 0.703 -0.598 1.968 -0.319
H 2.016 0.419 1.311 1.927 2.044 3.503
H 2.216 0.199 -0.292 0.642 0.785 -2.138
H -2.558 -2.731 0.597 -0.342 -1.100 1.528
H -2.007 -2.935 -1.005 2.002 -1.961 -1.847
H -3.686 -2.413 -0.830 2.187 0.164 1.248
H 0.653 3.930 -0.300 -0.088 -1.430 0.720
H 1.817 2.615 -0.503 0.722 0.322 0.475
H 1.313 3.074 1.268 -0.376 -0.227 -2.412
```
Positions in Å, forces in eV/Å.

As for the lowest unoccupied orbital energy (alpha / beta): -0.89 / -1.25 eV. The HOMO energy (alpha / beta) is -9.01 / -8.48 eV. The multiplicity is 1. The relative energy (zero: lowest compared OMol25 entry of this formula, charge and spin) comes out at 103.5 kcal/mol. The calculation puts the HOMO-LUMO gap (alpha / beta) at 8.11 / 7.24 eV.


4.
DFT (wB97M-V/def2-TZVPD) results for a structure of composition C9H12O4 at a distorted geometry.

XYZ file:
```
25
Properties=species:S:1:pos:R:3:forces:R:3
C -1.425 0.887 1.798 -0.043 1.163 -0.148
C -0.922 1.037 0.683 0.015 0.094 -2.483
C -1.905 1.123 3.098 2.457 -6.360 -2.096
C -2.003 2.392 -2.325 1.510 1.091 0.857
C 2.513 -2.166 1.041 1.047 0.761 -3.061
C 1.211 -2.173 0.238 -1.594 0.670 -0.306
C 0.949 -0.779 -0.354 2.158 1.878 -0.019
C -0.298 -0.566 -1.190 0.369 -1.647 -1.269
C -0.526 0.919 -1.184 -2.106 0.032 4.687
O -2.334 2.199 3.480 -1.813 4.201 1.843
O -1.227 3.300 -2.425 0.079 0.193 -0.188
O 0.556 1.670 -1.383 0.337 0.737 -0.721
O -1.796 1.223 -1.763 1.493 -0.953 0.101
H -1.801 0.203 3.757 -0.458 1.386 -0.004
H -3.008 2.439 -2.553 -2.398 0.270 -1.061
H 2.547 -1.566 1.933 -0.260 0.907 -0.042
H 3.381 -1.901 0.278 -1.491 -0.505 1.910
H 2.629 -3.127 1.406 0.800 -2.158 0.545
H 1.115 -3.001 -0.584 0.473 1.387 1.615
H 0.342 -2.271 0.951 0.719 -0.516 -0.625
H 0.938 0.033 0.488 0.074 -1.803 -1.172
H 1.811 -0.365 -1.033 -1.135 -1.196 1.269
H -1.179 -1.213 -0.894 0.743 1.388 0.095
H -0.067 -0.958 -2.222 -0.216 0.706 0.574
H 0.497 2.659 -1.244 -0.757 -1.726 -0.300
```
Positions in Å, forces in eV/Å.

As for the lowest unoccupied orbital energy (alpha / beta): 0.75 / -2.75 eV. The HOMO energy (alpha / beta) is -6.62 / -9.73 eV. The multiplicity is 3. The relative energy (zero: lowest compared OMol25 entry of this formula, charge and spin) comes out at 94.3 kcal/mol. The calculation puts the HOMO-LUMO gap (alpha / beta) at 7.36 / 6.99 eV.


5.
DFT (wB97M-V/def2-TZVPD) results for a structure of composition C9H13BN2Pm at a distorted geometry.

XYZ file:
```
26
Properties=species:S:1:pos:R:3:forces:R:3
C 1.003 -1.349 -2.046 0.000 -0.279 0.092
C -0.379 -1.258 -2.305 -0.577 0.054 -0.720
C -1.082 -2.021 -1.325 0.308 -0.911 -0.315
C -0.095 -2.608 -0.462 -0.408 -0.293 -0.067
C 1.189 -2.184 -0.912 -0.402 0.165 -0.112
Pm -0.333 -0.063 0.061 1.978 2.153 0.214
C -1.531 1.972 -1.057 -2.164 -1.669 1.406
C -0.189 2.194 -1.265 5.221 0.587 -4.228
C 0.568 2.546 -2.365 -0.902 1.268 -0.090
N 1.215 1.277 -0.666 1.117 -0.567 3.661
H -2.172 -2.097 -1.232 0.504 -0.152 -0.096
H -0.841 -0.669 -3.132 0.447 -0.540 0.881
H -0.305 -3.201 0.447 0.161 0.295 -0.702
H 2.151 -2.415 -0.449 -0.414 0.054 -0.127
H 1.789 -0.831 -2.609 -0.465 -0.263 0.398
H -2.073 1.198 -1.648 0.221 0.913 -0.023
H 2.264 1.679 -0.816 -3.811 -1.052 0.544
H -2.081 2.351 -0.175 0.394 -0.086 -0.503
H 0.229 2.907 -3.402 0.178 -0.088 1.769
H 1.646 2.465 -2.071 -1.284 0.554 -2.213
B -0.034 0.008 5.129 -0.319 -0.463 0.185
C -0.387 0.058 3.632 -0.221 0.090 -1.910
N -0.606 0.101 2.485 0.003 -0.182 1.112
H 1.027 -0.626 5.129 -0.338 0.309 0.381
H -1.000 -0.621 5.614 0.652 0.377 0.112
H 0.028 1.186 5.438 0.121 -0.273 0.350
```
Positions in Å, forces in eV/Å.

As for the lowest unoccupied orbital energy (alpha / beta): 2.70 / 2.70 eV. The HOMO energy (alpha / beta) is -3.61 / -3.65 eV. As for the net charge: -1. The multiplicity is 5. The calculation puts the HOMO-LUMO gap (alpha / beta) at 6.31 / 6.35 eV.


6.
DFT (wB97M-V/def2-TZVPD) results for an isolated molecule of C9H13BO3 at a distorted geometry.

XYZ file:
```
26
Properties=species:S:1:pos:R:3:forces:R:3
C -3.011 0.131 -3.771 0.321 -0.356 -3.186
O -3.197 0.598 -2.505 1.413 -1.104 3.069
C -2.150 0.319 -1.584 0.455 0.850 2.382
C -0.942 -0.392 -1.681 -1.501 0.425 -0.910
C -0.023 -0.534 -0.651 -0.442 0.254 0.655
C -0.223 0.071 0.591 1.267 0.831 -1.229
C 0.839 -0.079 1.652 -0.675 -0.564 0.045
C 2.285 0.228 1.296 1.218 -0.639 0.833
B 3.109 -0.306 2.620 -1.721 0.512 -2.383
O 3.729 -1.518 2.451 0.330 -1.098 0.267
O 2.959 0.419 3.809 2.053 -1.864 -0.723
C -1.306 0.922 0.665 -0.364 -1.338 0.361
C -2.272 0.902 -0.294 -2.311 0.906 -2.311
H -2.672 -0.918 -3.968 -0.175 0.495 0.979
H -3.962 0.202 -4.353 0.619 0.246 0.667
H -2.258 0.781 -4.252 -0.204 -0.260 -0.282
H -0.804 -0.835 -2.613 0.864 -0.973 -1.441
H 0.894 -1.087 -0.782 -0.038 -0.287 -0.365
H 0.814 -1.167 1.844 -0.030 0.258 0.511
H 0.585 0.455 2.584 -0.133 -0.292 -0.400
H 2.619 -0.249 0.347 -0.246 -0.007 0.699
H 2.528 1.262 1.174 -0.385 0.982 -0.127
H 3.555 -2.079 1.640 0.224 1.651 1.435
H 3.657 0.017 4.381 -0.896 0.575 0.145
H -1.527 1.435 1.556 -0.092 0.664 1.059
H -3.227 1.422 -0.156 0.449 0.133 0.250
```
Positions in Å, forces in eV/Å.

As for the lowest unoccupied orbital energy: 0.35 eV. The HOMO energy is -8.35 eV. The multiplicity is 1. The relative energy (zero: lowest compared OMol25 entry of this formula, charge and spin) comes out at 22.8 kcal/mol. The SMILES is COc1ccc(CCB(O)O)cc1. The calculation puts the HOMO-LUMO gap at 8.71 eV.